#A
This record from OMol25 describes a single C16H26O10 molecule. The level of theory is the ωB97M-V functional and the def2-TZVPD basis.

Positions of all 52 atoms, in Å:
C: -2.892 -2.448 1.900
C: -1.484 -1.883 1.797
O: -1.391 -0.940 0.721
C: -1.699 0.308 1.002
O: -2.105 0.732 2.054
C: -1.638 1.231 -0.228
O: -1.651 2.559 0.202
C: -0.474 0.952 -1.183
C: 0.884 1.402 -0.650
C: 1.449 0.542 0.491
O: 0.712 0.697 1.666
C: 1.561 -0.955 0.134
O: 1.509 -1.830 0.955
O: 1.777 -1.135 -1.161
C: 1.977 -2.481 -1.605
C: 3.419 -2.918 -1.401
C: 2.905 0.944 0.782
O: 3.260 1.216 1.901
O: 3.675 0.907 -0.288
C: 5.053 1.266 -0.111
C: 5.236 2.775 -0.132
C: -2.964 0.858 -0.932
O: -3.052 0.047 -1.816
O: -3.976 1.519 -0.395
C: -5.287 1.218 -0.881
C: -5.854 -0.011 -0.188
H: -3.191 -2.886 0.951
H: -2.922 -3.213 2.671
H: -3.592 -1.658 2.161
H: -0.752 -2.657 1.560
H: -1.197 -1.377 2.723
H: -1.923 2.549 1.136
H: -0.478 -0.108 -1.426
H: -0.673 1.513 -2.099
H: 1.603 1.386 -1.468
H: 0.782 2.422 -0.273
H: 1.336 0.839 2.400
H: 1.296 -3.140 -1.057
H: 1.712 -2.468 -2.664
H: 3.657 -2.935 -0.340
H: 4.093 -2.229 -1.904
H: 3.560 -3.915 -1.809
H: 5.573 0.792 -0.946
H: 5.407 0.850 0.837
H: 4.717 3.225 0.710
H: 4.839 3.190 -1.055
H: 6.293 3.013 -0.060
H: -5.236 1.058 -1.963
H: -5.881 2.107 -0.661
H: -5.844 0.131 0.890
H: -5.256 -0.885 -0.435
H: -6.876 -0.179 -0.516

Spin multiplicity ... 1
LUMO energy ... 0.729 eV
Molar mass ... 378.37 g mol⁻¹


#B
This record from OMol25 describes 4 unconnected molecules or ions with the total composition C16H26O10. The level of theory is the ωB97M-V functional and the def2-TZVPD basis.

Positions of all 52 atoms, in Å:
C: -1.130 -20.003 4.414
C: 0.187 -19.957 3.722
C: 1.204 -18.970 4.211
O: 2.367 -19.798 4.427
C: 1.984 -21.120 4.261
O: 2.707 -22.063 4.549
O: 0.725 -21.251 3.885
H: -1.014 -20.287 5.460
H: -1.833 -20.743 4.031
H: -1.561 -19.003 4.461
H: 0.108 -19.574 2.704
H: 1.026 -18.362 5.098
H: 1.509 -18.340 3.376
C: 4.500 -18.924 8.656
C: 3.082 -19.249 8.861
C: 2.133 -18.450 7.966
O: 1.088 -19.286 8.023
C: 1.537 -20.551 8.071
O: 0.958 -21.564 7.691
O: 2.862 -20.519 8.334
H: 4.685 -17.936 9.079
H: 4.662 -18.928 7.578
H: 5.127 -19.683 9.123
H: 2.817 -19.255 9.919
H: 2.547 -18.113 7.016
H: 1.936 -17.535 8.525
C: -2.156 -30.425 3.704
C: -1.064 -31.450 3.995
C: -1.349 -32.431 5.160
O: -1.214 -33.692 4.647
C: -1.149 -33.679 3.341
O: -1.291 -34.669 2.614
O: -1.007 -32.406 2.898
H: -2.265 -29.832 2.796
H: -2.023 -29.657 4.466
H: -3.137 -30.870 3.872
H: -0.133 -30.938 4.242
H: -2.382 -32.157 5.375
H: -0.845 -32.168 6.090
C: -1.737 -24.077 5.100
C: -2.288 -25.399 4.577
C: -1.661 -26.411 5.557
O: -0.320 -25.943 5.827
C: -0.348 -24.497 5.535
H: -2.398 -23.638 5.848
H: -1.835 -23.214 4.441
H: -1.797 -25.782 3.683
H: -3.369 -25.502 4.481
H: -1.377 -27.388 5.166
H: -2.240 -26.505 6.476
H: 0.399 -24.115 4.840
H: -0.196 -23.923 6.449

Spin multiplicity ... 1
LUMO energy ... 0.444 eV
Molar mass ... 378.37 g mol⁻¹


In order of decreasing stability: #A, #B.